(1)
The following is a quantum chemistry calculation of an isolated molecule of C21H31NO7S, from the Open Molecules 2025 dataset.

Cartesian coordinates (Å):
C -5.2778 1.4678 3.8090
O -4.2772 2.4560 3.8029
C -3.0670 2.1389 3.2668
C -2.7520 0.9172 2.7003
C -1.4919 0.7106 2.1508
C -1.1872 -0.6259 1.5798
O -1.7026 -1.6528 1.9916
N -0.2659 -0.6305 0.5869
C 0.1747 -1.8410 -0.0490
C 1.6426 -2.1758 0.2851
C 1.8767 -2.2962 1.7849
S 2.1088 -0.6594 2.5800
C 1.1556 -0.9093 4.1021
C 0.0661 -1.6956 -1.5567
O -0.0334 -0.6446 -2.1339
O 0.1102 -2.8839 -2.1648
C 0.2341 -2.8336 -3.5768
C 1.6054 -2.2666 -3.9548
O 2.4411 -2.0984 -3.1074
C 1.8054 -1.8884 -5.4150
C 3.3031 -1.9182 -5.7309
C 1.2836 -0.4476 -5.5420
C 1.0529 -2.8094 -6.3764
C -0.5349 1.7132 2.2112
C -0.8196 2.9328 2.8142
O 0.1200 3.9245 2.9507
C 1.4062 3.7118 2.4207
C -2.1054 3.1714 3.3240
O -2.5503 4.3061 3.9299
C -1.8864 5.5344 3.7393
H -4.9717 0.5870 4.3825
H -5.5488 1.1613 2.7933
H -6.1401 1.9285 4.2884
H -3.4614 0.1076 2.6591
H 0.0569 0.2338 0.1823
H -0.4767 -2.6513 0.2987
H 1.8912 -3.1208 -0.2002
H 2.2946 -1.4038 -0.1291
H 2.7799 -2.8751 1.9800
H 1.0259 -2.7675 2.2740
H 1.1667 0.0329 4.6401
H 0.1341 -1.1774 3.8491
H 1.6259 -1.6852 4.7000
H 0.1390 -3.8626 -3.9260
H -0.5605 -2.2131 -4.0025
H 3.6807 -2.9371 -5.6826
H 3.4863 -1.5247 -6.7273
H 3.8499 -1.3180 -5.0090
H 1.8125 0.2070 -4.8541
H 0.2221 -0.3905 -5.3154
H 1.4423 -0.0906 -6.5569
H 1.2932 -2.5292 -7.3996
H 1.3503 -3.8457 -6.2324
H -0.0237 -2.7325 -6.2528
H 0.4591 1.5190 1.8463
H 1.9639 4.6191 2.6492
H 1.3780 3.5700 1.3358
H 1.9036 2.8551 2.8862
H -2.5626 6.2871 4.1449
H -0.9355 5.5717 4.2749
H -1.7103 5.7376 2.6803

Results
- orbital gap (eV) = 8.558
- energy relative to the best compared isomer or geometry (same formula, charge and spin) (kJ/mol) = 1.01
- electronic energy (hartree) = -1798.424252
- structure (SMILES) = COc1cc(C(=O)N[C@H](CCSC)C(=O)OCC(=O)C(C)(C)C)cc(OC)c1OC
- molar mass (g mol⁻¹) = 441.5

(2)
The following is a quantum chemistry calculation of the ion C3H7NO2P with charge +1 in a non-equilibrium geometry, from the Open Molecules 2025 dataset.

Cartesian coordinates (Å):
C -1.0527 -1.5102 1.1094
P -0.5885 -0.9782 -0.4375
O 0.9453 -0.9214 -0.5611
C 1.4803 0.3833 -0.5580
C 0.3972 1.2699 0.0838
N -0.9357 0.7316 -0.2983
O -1.9262 1.3814 0.0429
H -1.9970 -2.0039 1.1558
H -0.3725 -1.5706 1.9520
H -1.0149 -1.5435 -1.6839
H 1.7844 0.5357 -1.7032
H 2.3365 0.5375 0.1641
H 0.4903 1.4620 1.1249
H 0.4534 2.2264 -0.3908

Results
- orbital gap (spin up / spin down) (eV) = 7.166 / 9.630
- energy relative to the best compared isomer or geometry (same formula, charge and spin) (kJ/mol) = 453.59
- electronic energy (hartree) = -664.656030
- structure (SMILES) = C=[P@@H]1OCC[N+]1=O
- total charge = +1
- molar mass (g mol⁻¹) = 120.1

(3)
The following is a quantum chemistry calculation of a cluster of 12 separate species, C33H80BBr2IO11S11 in total in a non-equilibrium geometry, from the Open Molecules 2025 dataset.

Cartesian coordinates (Å):
C 3.3438 -0.9237 -0.1337
C 1.9751 -1.5101 0.0759
C 1.1056 -1.8104 -0.9948
C -0.1590 -2.3570 -0.7491
C -0.5916 -2.6254 0.5692
C -1.9770 -3.1849 0.8468
B -2.8295 -1.9399 1.2333
I -3.3748 -1.6134 3.2754
C -3.2363 -0.9026 0.0958
Br -3.5069 0.9323 0.7380
C -4.4971 -1.2587 -0.7077
C -5.6922 -1.7313 0.1018
Br -4.0288 -2.5574 -2.0954
C 0.2781 -2.3213 1.6438
C 1.5377 -1.7813 1.3897
H 3.4371 0.0622 0.3042
H 4.0762 -1.5733 0.3346
H 3.5709 -0.8655 -1.1917
H 1.4062 -1.6092 -2.0094
H -0.8297 -2.5940 -1.5595
H -1.9395 -3.9233 1.6400
H -2.3820 -3.6569 -0.0425
H -2.4046 -0.8095 -0.5896
H -4.7674 -0.3779 -1.2713
H -5.6151 -1.4124 1.1364
H -5.7871 -2.8093 0.0723
H -6.5850 -1.2824 -0.2996
H -0.0534 -2.5170 2.6512
H 2.1975 -1.5685 2.2171
C 7.9262 1.9977 -0.1005
S 6.1887 2.1815 0.3029
O 5.7870 0.9195 0.9929
C 5.5801 2.0593 -1.3825
H 8.4760 2.0095 0.8402
H 8.0709 1.0457 -0.6138
H 8.2329 2.8334 -0.7222
H 5.9073 1.1166 -1.8224
H 5.9570 2.9094 -1.9499
H 4.4929 2.0892 -1.3466
C -8.0659 3.6231 -1.4556
S -7.1827 2.4107 -0.4667
O -8.1817 1.3915 -0.0478
C -6.9110 3.4754 0.9519
H -8.3648 3.1371 -2.3817
H -8.9481 3.9637 -0.9135
H -7.4019 4.4584 -1.6770
H -7.8704 3.8298 1.3288
H -6.2764 4.3117 0.6591
H -6.4070 2.8818 1.7119
C 8.7406 -0.1345 4.6413
S 7.7620 1.0200 3.6761
O 8.6519 2.1816 3.3614
C 6.7017 1.5437 5.0246
H 9.5102 -0.5471 3.9934
H 9.2154 0.3753 5.4795
H 8.0900 -0.9349 4.9940
H 7.3106 1.9470 5.8342
H 6.1179 0.6903 5.3678
H 6.0355 2.3119 4.6381
C 2.9915 -4.3050 -4.6190
S 3.4628 -3.5841 -3.0457
O 3.9368 -2.2042 -3.3447
C 4.9285 -4.5927 -2.7995
H 2.1044 -3.7844 -4.9718
H 3.8085 -4.1823 -5.3306
H 2.7574 -5.3598 -4.4758
H 5.6102 -4.4544 -3.6387
H 4.6339 -5.6380 -2.7087
H 5.4034 -4.2632 -1.8776
C -10.9008 -1.6068 -1.9634
S -9.4925 -1.9503 -0.9017
O -9.4554 -3.4239 -0.6989
C -10.1849 -1.2213 0.5807
H -10.6787 -2.0158 -2.9466
H -11.7895 -2.0864 -1.5532
H -11.0421 -0.5284 -2.0339
H -11.1264 -1.7069 0.8347
H -10.3278 -0.1530 0.4164
H -9.4624 -1.3710 1.3806
C 11.6645 2.9072 4.4154
S 12.6366 1.4087 4.2810
O 12.0629 0.4292 5.2441
C 14.1196 2.0794 5.0448
H 10.6639 2.7002 4.0349
H 11.6081 3.2078 5.4624
H 12.1310 3.6910 3.8174
H 13.8811 2.4323 6.0479
H 14.5032 2.8934 4.4301
H 14.8569 1.2813 5.0986
C -3.0161 0.8516 6.4928
S -2.5955 -0.6269 7.4242
O -3.1013 -0.4259 8.8059
C -0.8259 -0.3193 7.4633
H -4.0989 0.8779 6.3910
H -2.6727 1.7314 7.0371
H -2.5567 0.8019 5.5052
H -0.6363 0.6439 7.9367
H -0.4345 -0.3349 6.4459
H -0.3676 -1.1153 8.0457
C -3.1649 -2.6968 -6.5588
S -2.2974 -3.8023 -5.4505
O -0.8523 -3.7088 -5.8028
C -2.9148 -5.3236 -6.1760
H -2.8639 -1.6819 -6.3059
H -2.8879 -2.9148 -7.5902
H -4.2409 -2.8002 -6.4146
H -2.6471 -5.3529 -7.2322
H -3.9963 -5.3678 -6.0494
H -2.4493 -6.1536 -5.6489
C -10.1578 0.0454 4.3703
S -11.7189 -0.5190 3.6832
O -12.4874 0.6944 3.3045
C -12.4086 -1.1136 5.2319
H -9.5896 0.5006 3.5610
H -10.3507 0.7823 5.1497
H -9.6089 -0.8070 4.7709
H -12.4478 -0.2945 5.9497
H -11.7952 -1.9311 5.6107
H -13.4138 -1.4741 5.0258
C -1.4077 -0.0435 -10.7890
S -0.7692 -1.3864 -9.7811
O -1.9195 -2.2817 -9.4887
C -0.4876 -0.4114 -8.3009
H -1.6938 -0.4617 -11.7514
H -2.2783 0.3948 -10.3012
H -0.6268 0.7034 -10.9301
H -1.4232 0.0546 -7.9906
H 0.2705 0.3444 -8.5051
H -0.1347 -1.0904 -7.5259
C 7.1704 7.2759 -2.1255
S 8.1694 6.1394 -1.1583
O 7.2368 5.1348 -0.5802
C 8.5523 7.2921 0.1626
H 6.7878 6.7286 -2.9840
H 6.3421 7.6370 -1.5164
H 7.7915 8.1045 -2.4654
H 7.6252 7.6500 0.6095
H 9.1357 8.1208 -0.2384
H 9.1372 6.7548 0.9057

Results
- orbital gap (eV) = 8.310
- energy relative to the best compared isomer or geometry (same formula, charge and spin) (kJ/mol) = 0.00
- electronic energy (hartree) = -11983.353754
- molar mass (g mol⁻¹) = 1303.3

(4)
The following is a quantum chemistry calculation of a cluster of 9 separate species, C37H53BFN3O11S in total in a non-equilibrium geometry, from the Open Molecules 2025 dataset.

Cartesian coordinates (Å):
H 0.1030 3.8693 -5.8203
N -0.7994 3.8204 -6.3095
C -1.4899 2.8753 -5.7863
C -0.8710 2.0584 -4.6007
C -1.4897 2.4054 -3.2095
C -2.4595 3.4993 -3.0516
C -3.0279 3.7795 -1.7316
F -3.9239 4.8233 -1.6270
C -2.6523 2.9776 -0.5544
C -3.2795 3.3533 0.8162
C -4.3397 2.3257 1.3627
C -4.8609 2.9137 2.7472
C -5.8749 1.9616 3.4740
N -5.1274 0.7823 4.0081
C -3.9010 0.7298 4.6745
C -3.6840 -0.6946 4.8942
C -4.8295 -1.4816 4.3469
C -5.7106 -0.4604 3.7878
C -1.7021 1.8837 -0.7732
C -1.0847 1.5637 -2.0572
N -0.1267 0.5068 -2.3136
C -0.8393 -0.7659 -2.6832
C -0.3376 -2.0528 -1.9647
C -0.7088 -2.4878 -0.6205
C -0.2032 -3.7336 -0.0590
C 0.6977 -4.6139 -0.8182
C 1.2307 -5.9741 -0.2663
C 1.0830 -4.2079 -2.1730
C 0.5707 -2.9512 -2.7091
C 0.8354 0.3416 -1.2473
C 0.5161 0.4498 0.1989
C 1.4987 0.2807 1.2628
O 1.1620 0.3871 2.6178
C 2.8846 0.0314 0.8926
C 3.3000 -0.0499 -0.5278
C 4.7867 -0.2679 -0.7843
C 5.5365 0.5698 -1.7507
C 6.9610 0.4313 -2.0008
C 7.7438 -0.5650 -1.2707
C 7.0435 -1.4322 -0.3269
C 5.5967 -1.2819 -0.0809
C 2.2672 0.0854 -1.5511
B 2.6383 -0.0384 -3.1158
O 3.2833 -1.2407 -3.5093
O 2.3872 0.9952 -4.0543
C 3.4365 0.9245 -5.0806
S -1.2265 0.8150 0.6380
H -2.5058 2.6213 -6.1875
H -1.1202 0.9715 -4.7983
H 0.2521 2.1016 -4.5567
H -2.7747 4.1338 -3.9154
H -2.4869 3.5254 1.5896
H -3.8081 4.3377 0.6763
H -3.9030 1.2959 1.5164
H -5.2299 2.2642 0.6725
H -5.3854 3.8991 2.5610
H -3.9776 3.1524 3.4027
H -6.3991 2.4752 4.3340
H -6.6167 1.5461 2.7483
H -3.2770 1.6123 4.9320
H -2.7914 -1.0898 5.4194
H -5.0113 -2.5762 4.3379
H -6.6761 -0.5611 3.2488
H -1.9368 -0.6354 -2.4494
H -0.8037 -0.9647 -3.7961
H -1.4121 -1.8847 -0.0033
H -0.5255 -4.0503 0.9584
H 0.6032 -6.7752 -0.7637
H 2.2881 -6.1944 -0.5599
H 1.0353 -6.0861 0.8324
H 1.7413 -4.8453 -2.8184
H 0.8450 -2.6627 -3.7521
H 1.1742 1.3539 2.7868
H 3.6147 -0.0756 1.7379
H 4.9256 1.3398 -2.2898
H 7.4185 1.1276 -2.7504
H 8.8390 -0.6049 -1.4798
H 7.6708 -2.1814 0.2177
H 5.1492 -1.9650 0.6785
H 2.8590 -1.6227 -4.2966
H 4.4505 0.7877 -4.6039
H 3.2085 0.0824 -5.7794
H 3.5068 1.9035 -5.6298
O 6.8147 -4.5549 0.9603
H 7.4052 -4.5467 0.1984
H 6.2247 -3.8088 0.8071
O -7.6747 -2.5565 2.3507
H -7.4068 -3.4407 2.6260
H -8.2361 -2.7103 1.5823
O 1.8411 1.6632 5.6177
H 1.5291 1.0614 4.9296
H 2.6891 1.9811 5.2841
O 2.2282 3.3196 -0.6675
H 2.4757 2.4292 -0.3873
H 1.6526 3.1722 -1.4272
O 3.8005 -0.4626 6.8623
H 4.4057 -0.4550 6.1128
H 3.2078 0.2833 6.6961
O 4.8927 1.0861 -7.5885
H 4.4606 1.4174 -8.3843
H 5.8296 1.0799 -7.8163
O -3.2549 -3.6210 6.0586
H -2.4549 -3.9515 6.4831
H -3.8972 -3.5696 6.7762
O -6.8317 0.8385 6.7716
H -6.2245 0.8698 6.0188
H -7.4297 1.5794 6.6231

Results
- orbital gap (eV) = 7.798
- energy relative to the best compared isomer or geometry (same formula, charge and spin) (kJ/mol) = 590.14
- electronic energy (hartree) = -2956.391559
- structure (SMILES) = [H]/N=C\Cc1cc(F)c(CCCCn2cccc2)c2c1N(Cc1ccc(C)cc1)c1c(c(O)cc(-c3ccccc3)c1B(O)OC)S2.O.O.O.O.O.O.O.O
- molar mass (g mol⁻¹) = 777.7

Q: Which of these has the highest energy relative to the best compared isomer or geometry (same formula, charge and spin)?
A: C37H53BFN3O11S

Q: Look up the molar mass of the fourth one.
A: 777.7 g mol⁻¹